(1)
102
Properties=species:S:1:pos:R:3 method="wB97M-V/def2-TZVPD" homo_lumo_gap_ev=10.25 charge=0 smiles="COC(=O)[C@@H](C)F.O=S1(=O)OCCO1.O=S1(=O)OCCO1.O=S1(=O)OCCO1.O=S1(=O)OCCO1.O=S1(=O)OCCO1.O=S1(=O)OCCO1.O=S1(=O)OCCO1.O=S1(=O)OCCO1"
C -0.60 0.02 -0.88
O -1.56 0.45 0.17
C -2.77 -0.25 -0.08
O -2.97 -1.29 0.61
C -3.87 0.15 -1.16
C -5.39 0.00 -0.62
F -3.72 1.47 -1.71
H -1.20 0.04 -1.86
H 0.27 0.77 -0.85
H -0.15 -1.01 -0.66
H -3.78 -0.64 -2.00
H -6.03 -0.28 -1.53
H -5.71 1.03 -0.24
H -5.44 -0.79 0.19
C -7.23 4.62 1.83
C -7.38 3.73 3.06
O -8.49 2.89 2.77
S -8.54 2.61 1.17
O -7.91 1.34 0.91
O -9.85 2.93 0.69
O -7.51 3.78 0.71
H -7.96 5.43 1.84
H -6.22 5.04 1.74
H -7.55 4.30 3.97
H -6.50 3.10 3.19
C -3.79 4.01 -3.73
C -3.83 3.36 -5.10
O -3.71 4.44 -6.03
S -2.79 5.60 -5.38
O -1.45 5.45 -5.87
O -3.51 6.84 -5.46
O -2.83 5.07 -3.85
H -4.75 4.46 -3.48
H -3.49 3.32 -2.95
H -4.75 2.80 -5.27
H -2.97 2.69 -5.25
C -6.32 10.04 -5.16
C -6.10 8.85 -6.08
O -7.40 8.47 -6.51
S -8.34 9.79 -6.59
O -8.37 10.24 -7.95
O -9.53 9.55 -5.83
O -7.38 10.79 -5.75
H -6.64 9.71 -4.16
H -5.43 10.66 -5.06
H -5.60 8.02 -5.59
H -5.52 9.15 -6.97
C 4.42 -2.18 -1.59
C 3.54 -1.68 -0.46
O 2.37 -1.16 -1.10
S 2.07 -2.03 -2.43
O 1.09 -3.02 -2.12
O 1.94 -1.13 -3.54
O 3.51 -2.77 -2.53
H 4.94 -1.36 -2.09
H 5.14 -2.92 -1.25
H 4.03 -0.90 0.13
H 3.24 -2.49 0.20
C 1.80 5.26 -1.98
C 0.81 4.13 -2.16
O 1.49 2.96 -1.72
S 2.52 3.36 -0.53
O 1.88 3.08 0.72
O 3.82 2.87 -0.87
O 2.49 4.96 -0.76
H 2.54 5.28 -2.79
H 1.31 6.23 -1.91
H 0.49 4.02 -3.20
H -0.07 4.27 -1.53
C 5.38 -3.27 4.05
C 5.21 -4.73 4.42
O 4.45 -5.30 3.35
S 4.82 -4.53 1.97
O 5.79 -5.31 1.25
O 3.61 -4.06 1.36
O 5.58 -3.26 2.64
H 4.48 -2.70 4.28
H 6.24 -2.82 4.56
H 4.69 -4.86 5.38
H 6.17 -5.24 4.46
C 1.90 -8.29 5.44
C 2.28 -9.36 6.45
O 3.69 -9.22 6.62
S 4.09 -7.66 6.44
O 4.19 -7.06 7.74
O 5.14 -7.57 5.47
O 2.71 -7.16 5.76
H 2.14 -8.61 4.42
H 0.84 -8.03 5.49
H 2.03 -10.36 6.11
H 1.80 -9.17 7.42
C 10.05 -7.09 2.60
C 9.78 -7.45 4.05
O 8.48 -6.92 4.33
S 7.59 -6.99 2.97
O 6.78 -8.17 3.03
O 7.05 -5.69 2.72
O 8.80 -7.26 1.93
H 10.36 -6.05 2.50
H 10.81 -7.74 2.15
H 10.52 -7.02 4.73
H 9.74 -8.53 4.19

---

(2)
9
Properties=species:S:1:pos:R:3 method="wB97M-V/def2-TZVPD" homo_lumo_gap_ev=9.68 charge=0 smiles="C#CC(=O)Br.O"
C 0.56 1.76 -0.48
C -0.31 1.23 0.12
C -1.02 0.39 0.95
O -1.06 0.35 2.16
O 0.63 -1.63 -0.48
Br -2.18 -0.86 0.00
H 1.20 2.52 -0.99
H 0.74 -2.61 -0.50
H 1.45 -1.15 -0.79

---

(3)
24
Properties=species:S:1:pos:R:3 method="wB97M-V/def2-TZVPD" homo_lumo_gap_ev="8.14 / 8.31" charge=0
C 1.34 -0.44 -0.92
C -1.76 1.11 -0.42
C -1.48 -1.41 0.55
C 0.50 0.03 0.41
C -0.98 -0.08 0.13
C 2.73 -0.79 -0.83
C 0.93 1.43 0.80
N 0.62 -0.70 -1.93
N -3.12 0.85 -0.62
N -2.50 -1.95 -0.13
O -1.40 2.26 -0.58
O -1.07 -2.03 1.51
O -0.59 -0.87 -2.09
H 0.76 -0.60 1.15
H 3.36 -0.02 -0.23
H 3.10 -0.85 -1.86
H 2.99 -1.85 -0.51
H 0.74 1.57 1.79
H 0.49 2.25 0.29
H 2.07 1.42 0.57
H -3.63 0.23 0.03
H -3.59 1.68 -1.00
H -2.63 -1.81 -1.05
H -2.76 -2.87 0.13

---

(4)
9
Properties=species:S:1:pos:R:3 method="wB97M-V/def2-TZVPD" homo_lumo_gap_ev=8.07 charge=0
C -1.28 1.47 0.84
C 0.81 0.24 -1.37
C -0.07 -0.65 0.57
N -0.75 0.36 0.95
N 0.74 -0.73 -0.52
H -1.44 2.41 1.26
H 1.20 0.01 -2.31
H -0.42 -1.52 1.00
H 1.22 -1.60 -0.43

---

(5)
11
Properties=species:S:1:pos:R:3 method="wB97M-V/def2-TZVPD" homo_lumo_gap_ev="5.51 / 6.44" spin_multiplicity=3 s2=2.007 charge=0
C 0.36 -1.75 -0.51
C 0.13 -0.41 -0.81
C 0.40 -0.83 0.64
O 1.26 -1.03 -1.35
O -0.91 2.38 0.93
Br -1.14 0.69 -1.74
H -0.16 -2.71 -0.80
H 1.27 -0.58 1.11
H -0.39 -1.02 1.37
H -0.81 3.24 0.46
H 0.00 2.02 0.71

---

(6)
18
Properties=species:S:1:pos:R:3 method="wB97M-V/def2-TZVPD" homo_lumo_gap_ev=10.15 charge=0 smiles="C[C@@H](N)C=O.O.O"
O -1.90 0.71 -0.09
C -1.69 -0.47 -0.17
C -0.62 -1.09 -1.10
C 0.48 -0.06 -1.47
N -0.02 -2.07 -0.18
H -2.35 -1.12 0.51
H -1.11 -1.48 -1.96
H 1.35 -0.43 -2.02
H 0.86 0.50 -0.60
H 0.10 0.77 -2.04
H 0.50 -1.67 0.58
H 0.44 -2.85 -0.59
H 1.24 0.98 1.50
H 2.33 0.69 2.57
O 1.61 0.29 2.08
H -0.86 2.96 1.31
H -0.28 1.91 0.44
O -0.06 2.43 1.26

---

(7)
64
Properties=species:S:1:pos:R:3 method="wB97M-V/def2-TZVPD" homo_lumo_gap_ev=6.85 charge=+2
Ti -1.15 0.56 -1.67
C -3.01 -3.35 -2.08
C -3.03 -1.98 -2.26
N -1.87 -1.43 -1.87
N -1.11 -2.45 -1.40
C -1.77 -3.61 -1.54
B 0.19 -2.19 -0.58
N 1.16 -1.37 -1.49
C 2.45 -1.52 -1.78
C 2.88 -0.44 -2.54
C 1.77 0.36 -2.68
N 0.72 -0.19 -2.04
N -0.26 -1.28 0.59
C -0.10 -1.39 1.92
C -0.82 -0.39 2.54
C -1.38 0.33 1.49
N -1.04 -0.20 0.32
N 0.75 -3.48 -0.06
C 0.17 -4.31 0.85
C 0.88 -5.48 0.87
C 1.89 -5.29 -0.09
N 1.81 -4.10 -0.65
H -3.78 -4.06 -2.32
H -3.83 -1.37 -2.66
H -1.30 -4.53 -1.25
H 2.96 -2.41 -1.45
H 3.86 -0.28 -2.95
H 1.66 1.29 -3.21
H 0.51 -2.18 2.33
H -0.93 -0.21 3.59
H -2.00 1.21 1.53
H -0.71 -4.03 1.40
H 0.69 -6.35 1.48
H 2.66 -5.97 -0.40
C -2.26 0.44 -3.76
C -3.01 1.26 -2.88
C -2.23 2.41 -2.61
C -1.02 2.29 -3.32
C -1.03 1.07 -4.02
H -2.57 -0.50 -4.18
H -4.00 1.06 -2.50
H -2.52 3.22 -1.96
H -0.20 3.00 -3.30
H -0.25 0.68 -4.65
C 1.65 2.05 5.76
C 1.42 2.25 4.29
C 0.43 3.14 3.86
C 0.21 3.37 2.52
C 1.00 2.70 1.58
C 1.99 1.81 1.99
C 2.18 1.59 3.34
S 0.84 2.90 -0.14
C 0.27 4.57 -0.32
O -0.36 2.07 -0.64
H 0.72 2.07 6.31
H 2.28 2.86 6.14
H 2.17 1.11 5.96
H -0.17 3.67 4.59
H -0.55 4.08 2.21
H 2.61 1.31 1.25
H 2.96 0.90 3.66
H -0.70 4.70 0.15
H 0.21 4.78 -1.39
H 1.02 5.22 0.14

---

(8)
13
Properties=species:S:1:pos:R:3 method="wB97M-V/def2-TZVPD" homo_lumo_gap_ev=10.62 charge=0 smiles="C=C(F)F.C=C=C"
C 1.40 -0.46 1.70
C 1.20 -0.02 0.52
C -2.37 -0.30 -1.02
C 0.88 0.41 -0.66
C -1.81 -0.51 0.13
F -1.99 0.35 1.17
F -1.18 -1.62 0.53
H 0.62 -0.97 2.24
H 2.41 -0.61 2.22
H -2.25 -0.98 -1.90
H -2.82 0.69 -1.01
H 0.81 -0.31 -1.35
H 0.59 1.43 -0.73

---

(9)
15
Properties=species:S:1:pos:R:3 method="wB97M-V/def2-TZVPD" homo_lumo_gap_ev=7.96 charge=0
C -1.22 1.07 -0.38
C -1.99 0.28 0.51
C 0.03 0.29 -0.80
C 2.10 -0.71 0.39
N 0.67 -0.56 0.21
N 0.04 -1.12 -0.96
O -2.31 -0.87 0.40
H -1.67 1.11 -1.33
H -0.96 2.16 -0.16
H -0.01 -0.73 1.00
H -2.36 0.73 1.50
H 0.80 0.72 -1.48
H 2.43 -1.13 -0.56
H 2.34 0.31 0.59
H 2.12 -1.54 1.05

---

(10)
97
Properties=species:S:1:pos:R:3 method="wB97M-V/def2-TZVPD" homo_lumo_gap_ev=6.97 charge=0 smiles="O=C1C=C(O)C(=O)C(CCc2ccccc2)=C1CCSc1nnco1.O=C1C=C(O)C(=O)C=C1O.O=C1C=C(O)C(=O)C=C1O.O=C1C=C(O)C(=O)C=C1O.O=C1C=C(O)C(=O)C=C1O"
O 0.11 2.08 2.39
C -0.99 2.11 1.87
C -1.21 1.60 0.43
C -2.49 1.25 0.10
O -2.70 0.74 -1.20
C -3.68 1.36 1.13
O -4.68 0.73 0.84
C -3.52 2.27 2.37
C -4.67 2.81 3.29
C -6.09 2.13 3.09
C -6.95 3.00 2.11
C -7.51 4.26 2.69
C -8.37 5.18 1.94
C -8.70 4.83 0.55
C -8.13 3.60 -0.05
C -7.26 2.67 0.72
C -2.23 2.64 2.70
C -1.85 3.60 3.88
C -1.54 5.02 3.24
S -3.05 6.00 2.81
C -3.23 6.06 1.01
N -3.37 7.15 0.19
N -3.49 6.80 -1.10
C -3.45 5.42 -1.18
O -3.30 5.00 0.11
H -0.33 1.52 -0.25
H -2.65 1.49 -1.83
H -4.80 3.91 3.14
H -4.36 2.60 4.35
H -6.61 2.19 4.09
H -6.06 1.04 2.83
H -7.28 4.52 3.75
H -8.76 6.09 2.48
H -9.38 5.52 -0.02
H -8.42 3.39 -1.11
H -6.86 1.73 0.25
H -2.60 3.62 4.71
H -0.88 3.26 4.36
H -1.01 4.80 2.27
H -0.87 5.66 3.87
H -3.52 4.77 -2.08
C 2.23 -0.41 0.02
C 3.22 -1.29 0.20
C 4.37 -1.39 -0.75
O 5.25 -2.20 -0.53
C 4.37 -0.52 -1.92
C 3.38 0.37 -2.11
C 2.25 0.49 -1.14
O 1.38 1.32 -1.34
O 3.37 1.18 -3.18
O 3.22 -2.13 1.26
H 1.40 -0.32 0.70
H 5.20 -0.61 -2.61
H 2.56 1.72 -3.08
H 4.04 -2.66 1.16
C 2.07 -7.03 -1.70
C 1.63 -5.81 -2.02
C 2.49 -4.60 -1.85
O 2.05 -3.51 -2.17
C 3.83 -4.78 -1.29
C 4.27 -6.00 -0.97
C 3.42 -7.22 -1.17
O 3.87 -8.31 -0.88
O 5.50 -6.19 -0.45
O 0.39 -5.62 -2.51
H 1.46 -7.92 -1.82
H 4.43 -3.89 -1.16
H 5.58 -7.15 -0.31
H 0.32 -4.66 -2.66
C 1.04 -3.24 3.60
C 0.94 -2.73 4.83
C 0.24 -3.46 5.92
O 0.19 -2.97 7.04
C -0.37 -4.75 5.61
C -0.28 -5.26 4.38
C 0.45 -4.54 3.29
O 0.53 -5.05 2.18
O -0.83 -6.45 4.06
O 1.47 -1.53 5.13
H 1.54 -2.72 2.79
H -0.89 -5.26 6.40
H -0.62 -6.59 3.12
H 1.27 -1.39 6.08
C 5.23 -0.73 -5.88
C 5.10 0.60 -5.85
C 5.90 1.47 -6.77
O 5.74 2.68 -6.73
C 6.85 0.83 -7.68
C 6.98 -0.50 -7.70
C 6.16 -1.37 -6.80
O 6.30 -2.58 -6.86
O 7.85 -1.11 -8.52
O 4.25 1.21 -5.01
H 4.66 -1.38 -5.22
H 7.43 1.48 -8.32
H 7.75 -2.07 -8.35
H 4.35 2.17 -5.19

---

(11)
89
Properties=species:S:1:pos:R:3 method="wB97M-V/def2-TZVPD" homo_lumo_gap_ev=8.31 charge=0 smiles="CCOc1ccc(-c2ccc(Cn3c(CC(C)(C)C(=O)O)c(SC(C)(C)C)c4cc(OCc5ccc(C)cn5)ccc43)cc2)cn1"
C 5.31 2.68 -7.15
C 6.03 2.80 -5.82
H 7.03 3.20 -5.96
H 5.46 3.45 -5.14
O 6.22 1.54 -5.20
C 5.17 0.98 -4.59
N 4.00 1.61 -4.56
C 2.99 1.05 -3.94
C 3.05 -0.19 -3.30
C 4.28 -0.85 -3.34
C 5.35 -0.27 -3.98
H 6.32 -0.74 -4.03
H 4.40 -1.81 -2.85
C 1.88 -0.76 -2.64
C 1.61 -2.13 -2.71
C 0.50 -2.67 -2.09
C -0.38 -1.86 -1.39
C -0.12 -0.49 -1.31
C 1.00 0.04 -1.92
H 1.20 1.10 -1.83
H -0.79 0.16 -0.77
C -1.59 -2.45 -0.70
N -1.79 -1.85 0.60
C -0.92 -1.97 1.66
C -1.17 -0.96 2.57
C -2.25 -0.18 2.06
C -2.91 0.95 2.53
C -3.88 1.51 1.72
C -4.24 0.93 0.50
C -3.61 -0.21 0.04
C -2.59 -0.76 0.82
H -3.90 -0.64 -0.91
H -5.02 1.40 -0.08
O -4.53 2.69 2.07
C -3.64 3.78 2.29
C -2.73 3.93 1.10
N -1.52 3.39 1.21
C -0.73 3.38 0.15
C -1.08 3.90 -1.09
C -2.35 4.47 -1.19
C -3.18 4.48 -0.09
H -4.17 4.91 -0.15
H -2.67 4.90 -2.13
C -0.16 3.84 -2.26
H -0.25 4.73 -2.88
H -0.41 2.98 -2.88
H 0.88 3.74 -1.94
H 0.24 2.93 0.31
H -3.04 3.63 3.19
H -4.29 4.65 2.41
H -2.65 1.38 3.48
S -0.27 -0.70 4.06
C 0.95 0.64 3.61
C 1.50 0.40 2.21
H 0.70 0.45 1.47
H 2.23 1.17 1.97
H 1.98 -0.57 2.13
C 0.27 2.00 3.70
H -0.21 2.11 4.67
H -0.46 2.13 2.91
H 1.02 2.79 3.60
C 2.05 0.51 4.65
H 2.81 1.27 4.49
H 1.64 0.64 5.65
H 2.52 -0.47 4.59
C 0.07 -3.07 1.78
H 0.90 -2.72 2.39
H 0.44 -3.34 0.79
C -0.50 -4.34 2.48
C -1.79 -4.71 1.77
O -1.85 -5.22 0.68
O -2.89 -4.40 2.46
H -3.68 -4.63 1.95
C 0.50 -5.49 2.28
H 1.48 -5.20 2.64
H 0.57 -5.75 1.23
H 0.18 -6.37 2.83
C -0.73 -4.09 3.96
H -1.40 -3.25 4.11
H 0.21 -3.86 4.45
H -1.17 -4.97 4.43
H -1.48 -3.53 -0.61
H -2.48 -2.25 -1.30
H 0.31 -3.73 -2.15
H 2.27 -2.77 -3.28
H 2.06 1.61 -3.98
H 5.84 2.00 -7.81
H 4.30 2.31 -7.00
H 5.25 3.66 -7.63

---

(12)
27
Properties=species:S:1:pos:R:3 method="wB97M-V/def2-TZVPD" homo_lumo_gap_ev=10.41 charge=0 smiles="C=C(C[P@](=O)(NC)OC)C(=O)OC"
C -0.79 -1.33 -0.17
C -2.15 -0.64 -0.38
C -2.05 0.72 -0.97
C 3.16 -1.93 0.73
C -0.53 2.39 -1.61
C 0.78 1.74 1.50
C -3.41 -1.13 -0.20
N 1.71 -1.94 0.64
O -2.97 1.36 -1.41
O 1.73 0.14 -0.95
O -0.79 1.16 -0.97
O 0.83 0.33 1.49
P 0.98 -0.53 0.11
H -0.88 -2.04 0.65
H -0.59 -1.91 -1.08
H 3.53 -2.96 0.67
H 3.54 -1.36 -0.12
H 3.53 -1.47 1.65
H -0.97 2.39 -2.62
H 0.55 2.48 -1.67
H -0.96 3.22 -1.05
H 1.32 2.15 0.65
H 1.26 2.06 2.43
H -0.25 2.08 1.49
H -4.24 -0.51 -0.46
H -3.59 -2.11 0.19
H 1.27 -2.35 1.45

---

Record order is preserved below.
E_tot: -6628.69099; -2840.51120; -663.18650; -226.00252; -2841.49236; -401.34718; -2754.29799; -393.72620; -341.77949; -3631.92982; -2337.31628; -972.23847 Ha
Record order is preserved below.
Energy relative to the best compared isomer or geometry (same formula, charge and spin): 71.11; 46.52; 108.28; 139.72; 72.07; 41.34; 1.81; 47.42; 140.66; 99.15; 1.44; 0.00 kcal/mol